The following is a quantum chemistry calculation of a structure of composition C28H40Cl60N2OSi, from the Open Molecules 2025 dataset.

XYZ file:
```
132
Properties=species:S:1:pos:R:3:forces:R:3
C 0.62127 -3.59130 0.01460 0.4 -0.2 -0.1
C 1.34023 -2.98776 -1.16617 -0.5 0.0 -0.6
O 1.34095 -3.58952 -2.23825 -0.1 1.6 0.4
N 1.96203 -1.76784 -1.10369 0.7 -1.3 1.3
C 2.31629 -1.18585 0.21013 0.2 1.2 -0.5
C 1.41354 0.00758 0.50971 -0.7 0.0 0.1
C -0.01783 -0.37851 0.96073 0.8 0.2 -0.4
C -0.98623 -0.43723 -0.22839 -0.5 -0.5 0.7
Si -2.77168 -0.67317 0.35079 0.4 0.3 -1.0
C -3.83180 -1.00980 -1.17829 -0.1 0.1 0.8
C -5.33122 -0.91539 -0.81489 0.6 -0.6 0.3
N -5.88253 -2.27112 -0.58871 0.1 0.4 0.0
H 0.35566 -4.60161 -0.27347 -0.2 -0.1 -0.1
H 1.29812 -3.67453 0.86450 -0.1 0.2 0.1
H -0.27806 -3.05131 0.29687 0.1 0.1 0.0
H 2.76406 -1.82160 -1.72174 -0.2 0.4 -0.4
H 2.36624 -1.90524 1.02519 -0.2 -0.1 -0.1
H 3.32614 -0.78440 0.10369 0.1 -0.2 0.0
H 1.86872 0.71849 1.20128 0.2 -0.3 0.2
H 1.28398 0.55114 -0.42213 0.3 0.1 0.0
H -0.36544 0.34449 1.70063 -0.1 0.0 0.0
H 0.05820 -1.35008 1.45038 -0.3 0.0 0.2
H -0.74916 -1.27205 -0.89246 0.1 0.1 -0.1
H -0.93497 0.47105 -0.82955 0.0 0.1 0.0
H -3.20164 0.61682 0.93522 -0.1 -0.1 0.2
H -2.83000 -1.78006 1.33499 -0.1 0.0 0.1
H -3.57588 -2.01121 -1.53289 -0.1 0.1 -0.4
H -3.53660 -0.27577 -1.92832 0.0 -0.1 -0.1
H -5.39813 -0.37179 0.13356 -0.3 0.5 -0.2
H -5.87918 -0.38503 -1.59111 -0.2 -0.1 0.0
H -5.11198 -2.86685 -0.30566 -0.1 -0.1 0.0
H -6.49168 -2.21183 0.21787 -0.2 -0.3 -0.1
C 2.37698 1.84563 -3.25250 -0.2 -0.1 0.1
Cl 0.86474 0.97932 -2.99121 0.1 0.4 0.0
Cl 2.13442 3.58353 -3.10240 0.1 -0.1 0.0
Cl 3.60419 1.26674 -2.12488 0.2 0.1 0.0
H 2.72087 1.63415 -4.25716 0.0 0.1 0.0
C 0.07988 5.87751 -0.87826 -0.1 0.0 0.0
Cl -1.05410 6.73287 -1.92449 0.1 0.0 0.0
Cl 0.94235 7.01184 0.16666 0.0 0.0 0.0
Cl -0.74944 4.65454 0.08161 0.0 0.0 0.0
H 0.80679 5.37510 -1.50124 0.0 0.0 0.0
C -8.26054 -0.85869 2.65598 0.0 0.1 -0.1
Cl -8.62495 -2.35061 1.78759 0.0 0.0 0.1
Cl -6.70244 -0.98045 3.48555 0.0 -0.1 0.0
Cl -8.26855 0.51931 1.56078 0.0 0.0 0.0
H -9.03052 -0.70553 3.40063 0.0 0.0 0.0
C 4.31848 -3.48086 3.14644 0.0 -0.1 0.1
Cl 2.72038 -4.22097 3.27284 0.0 0.0 0.0
Cl 4.21193 -1.73413 3.39651 0.0 0.0 -0.1
Cl 5.44404 -4.21278 4.28091 -0.2 0.1 0.0
H 4.68794 -3.65335 2.14316 0.0 0.1 0.0
C 1.79368 -6.05626 -2.72465 -0.2 0.4 -0.7
Cl 3.23788 -6.19075 -1.70699 -1.2 -0.7 -0.4
Cl 2.08449 -6.74133 -4.33093 0.1 -0.2 0.0
Cl 0.40456 -6.83886 -1.95946 0.1 0.0 -0.1
H 1.57596 -4.94509 -2.82819 0.2 -2.1 0.1
C 8.75733 -4.14869 1.60203 0.0 0.0 0.1
Cl 10.30057 -3.31795 1.42176 0.0 0.0 0.0
Cl 8.61215 -4.87042 3.20187 0.2 -0.1 -0.1
Cl 7.41173 -3.04498 1.30040 0.1 0.2 0.1
H 8.71099 -4.93954 0.86422 0.0 0.0 0.0
C 5.67698 -4.45326 -2.36585 0.2 0.2 0.2
Cl 7.41180 -4.67313 -2.60019 0.0 0.0 0.0
Cl 5.25164 -4.65778 -0.66085 0.9 0.5 0.3
Cl 5.16702 -2.86381 -2.94054 -0.1 0.0 0.0
H 5.15603 -5.20640 -2.93966 -0.1 0.0 0.0
C -2.51973 -9.75578 -0.93637 0.0 0.1 0.0
Cl -3.64597 -9.38010 -2.23723 0.0 0.0 0.0
Cl -1.91508 -8.28023 -0.18682 -0.1 -0.1 0.1
Cl -3.28287 -10.79986 0.26875 0.0 0.0 0.0
H -1.67849 -10.28847 -1.35972 0.0 0.0 0.0
C 3.19662 0.69722 6.02912 -0.1 0.1 0.1
Cl 2.16980 1.68130 4.98348 0.0 0.0 0.0
Cl 4.12929 1.71515 7.12629 0.0 0.0 0.0
Cl 2.23075 -0.46951 6.93187 0.1 -0.1 -0.1
H 3.89045 0.15053 5.40501 0.0 0.0 0.0
C 3.53821 -4.66715 -7.88794 0.1 0.0 0.0
Cl 4.46779 -3.54621 -8.88228 0.0 0.0 0.0
Cl 4.47317 -6.11928 -7.53718 0.0 0.0 0.0
Cl 3.01487 -3.89150 -6.39077 0.0 0.1 0.0
H 2.65629 -4.95886 -8.44259 0.0 0.0 0.0
C -4.11885 1.48876 4.70499 0.1 0.0 0.0
Cl -2.81149 0.34469 5.02395 0.0 0.0 0.0
Cl -4.48203 2.43728 6.14417 -0.2 0.0 -0.3
Cl -3.71092 2.54269 3.34937 0.0 0.0 0.0
H -5.00351 0.92378 4.44231 0.0 0.0 0.0
C 2.82510 10.42086 1.33618 0.0 0.1 0.1
Cl 4.55750 10.31792 1.01351 0.0 0.0 0.0
Cl 2.50334 10.30696 3.06602 0.0 0.0 0.0
Cl 2.15834 11.91367 0.67505 0.0 0.0 -0.1
H 2.34012 9.58790 0.84432 0.0 0.0 0.0
C -11.71984 2.48827 1.11165 0.1 0.0 0.0
Cl -12.00825 1.90670 2.75407 0.0 0.0 0.0
Cl -10.36084 3.61322 1.07788 0.0 0.0 0.0
Cl -11.44636 1.13978 0.01135 -0.1 0.0 -0.1
H -12.60313 3.01914 0.78324 0.0 0.0 0.0
C 5.40733 13.41483 -1.36216 0.0 0.0 0.0
Cl 4.24625 13.14154 -2.66088 0.0 0.0 0.0
Cl 6.86192 12.44677 -1.60913 0.0 0.0 0.0
Cl 5.81130 15.12721 -1.23252 0.0 0.0 0.0
H 4.94961 13.10360 -0.43143 0.0 0.0 0.0
C -4.50885 5.75064 8.36757 0.0 0.0 0.0
Cl -3.00208 5.38412 9.20320 0.0 0.0 0.0
Cl -5.62019 4.37953 8.43332 0.0 0.1 0.1
Cl -5.26264 7.19683 9.03930 0.0 0.0 0.0
H -4.27878 5.94247 7.32764 0.0 0.0 0.0
C 2.01814 5.76023 -6.81697 0.1 0.0 0.1
Cl 3.03939 6.93909 -7.63925 0.0 0.0 0.0
Cl 2.74926 4.15440 -6.88514 0.0 0.0 0.0
Cl 1.72678 6.24582 -5.14763 -0.1 0.2 -0.1
H 1.06579 5.71888 -7.32831 0.0 0.0 0.0
C -2.09566 0.26575 9.36231 0.0 0.0 -0.1
Cl -2.77219 1.80989 8.85017 0.1 -0.1 0.2
Cl -3.11782 -1.07316 8.82892 0.0 0.0 0.0
Cl -0.44971 0.07151 8.75643 -0.1 0.1 0.0
H -2.06306 0.25256 10.44346 0.0 0.0 0.0
C -0.34703 -2.53570 -5.86757 0.1 -0.2 0.2
Cl -1.47651 -1.85804 -7.03805 0.1 0.0 0.0
Cl 0.37583 -1.28794 -4.84924 -0.2 -0.2 -0.3
Cl -1.13274 -3.75761 -4.86345 0.0 0.0 0.0
H 0.46500 -3.01792 -6.39399 -0.1 0.0 -0.1
C 2.92966 10.71264 -7.89004 0.0 0.1 0.0
Cl 4.66374 10.60349 -8.20013 0.0 -0.1 0.0
Cl 2.59386 10.60040 -6.16289 0.0 0.0 0.0
Cl 2.26990 12.20538 -8.55959 0.0 0.0 0.0
H 2.44557 9.87930 -8.38199 0.0 0.0 0.0
C -2.66497 -14.30784 1.99709 0.0 -0.1 0.0
Cl -3.04919 -13.84504 3.65552 0.0 0.0 0.0
Cl -0.98298 -14.82192 1.86329 0.0 0.0 0.0
Cl -3.75443 -15.57407 1.43092 0.0 0.0 0.0
H -2.80138 -13.44017 1.36562 0.0 0.0 0.0
```
Positions in Å, forces in eV/Å.

Its spin multiplicity is 1. Its charge is 0. As for the calculated total energy: -793934.0217 eV. As for the LUMO energy: 0.0 eV. Its HOMO energy is -9.16 eV. For the frontier orbital gap, the calculation gives 9.190 eV.

The following is a quantum chemistry calculation of a structure of composition C40H57BN8O2V, from the Open Molecules 2025 dataset.

XYZ file:
```
109
Properties=species:S:1:pos:R:3:forces:R:3
V -0.19946 0.45676 -0.23845 0.8 -0.6 1.0
C 2.12249 4.95246 1.92728 0.0 0.1 0.0
C 1.18667 4.29566 0.96671 0.1 0.0 0.1
C 0.31554 4.90239 0.10215 0.0 0.0 0.0
C -0.34687 3.86675 -0.57058 -0.2 -0.1 -0.2
N 0.09864 2.67698 -0.13387 0.2 0.4 0.2
N 1.05056 2.96843 0.81500 -0.2 -0.2 -0.2
B 1.84500 1.90168 1.57848 0.1 0.1 0.2
N 2.73827 1.06194 0.64420 -0.3 -0.1 -0.2
N 2.25461 0.08590 -0.18825 0.2 -0.1 0.3
C 3.34508 -0.54110 -0.66485 -0.2 0.0 -0.3
C 4.50819 0.09179 -0.21250 0.0 -0.1 0.1
C 4.07970 1.08685 0.63281 0.1 0.2 0.1
C 4.91282 2.04008 1.42495 0.1 0.0 0.0
C 3.36929 -1.87832 -1.38624 0.1 0.1 0.0
C 3.15831 -2.94667 -0.30691 0.0 -0.1 0.0
C 2.33600 -2.00555 -2.49578 -0.1 0.0 -0.1
C 4.74696 -2.11094 -2.01586 0.0 0.0 0.0
N 0.95943 1.03329 2.49575 0.0 -0.2 -0.2
N -0.01395 0.17993 2.03788 0.0 0.5 0.1
C -0.58892 -0.33716 3.12827 -0.1 -0.3 -0.1
C 0.03822 0.15232 4.28260 -0.1 0.1 0.0
C 1.00181 1.02316 3.84090 0.1 0.1 0.0
C 1.95097 1.83495 4.66039 0.0 -0.1 0.1
C -1.74555 -1.32059 3.19390 0.1 0.0 0.0
C -2.96412 -0.62369 3.81484 0.0 0.0 0.0
C -1.34243 -2.48673 4.11367 0.0 0.0 0.0
C -2.12374 -1.90629 1.84504 0.0 -0.2 0.0
C -1.43898 4.21098 -1.57998 0.1 0.1 0.1
C -0.89768 5.29748 -2.52598 0.0 0.0 0.0
C -1.95583 3.07441 -2.44224 0.0 0.1 -0.1
C -2.62714 4.78230 -0.78692 0.0 0.0 0.0
H 2.00850 6.03240 1.83939 0.0 0.0 0.0
H 3.16452 4.70427 1.72654 0.0 0.0 0.0
H 1.91500 4.67278 2.95979 0.0 0.0 0.0
H 0.16757 5.96090 -0.01759 0.0 0.0 0.0
H 2.58280 2.49706 2.30200 0.0 0.0 0.0
H 5.53003 -0.16595 -0.42767 0.0 0.0 0.0
H 5.96330 1.85942 1.19994 0.0 0.0 0.0
H 4.76656 1.91355 2.49778 0.0 0.0 0.0
H 4.68737 3.07853 1.18328 0.0 0.0 0.0
H 2.21048 -2.78880 0.19992 -0.1 0.0 0.0
H 3.95601 -2.88805 0.43649 0.0 0.0 0.0
H 3.18168 -3.95000 -0.74616 0.0 0.0 0.0
H 1.32586 -1.84153 -2.13576 0.0 0.1 0.0
H 2.39674 -3.00361 -2.94229 0.0 0.0 0.0
H 2.53585 -1.28538 -3.28868 0.0 0.1 -0.1
H 5.53870 -2.14137 -1.26666 0.0 0.0 0.0
H 4.99223 -1.33648 -2.74514 0.0 0.0 0.0
H 4.74484 -3.07344 -2.53236 0.0 0.0 0.0
H -0.19174 -0.08249 5.30723 0.0 0.0 0.0
H 1.76925 1.62610 5.71416 0.0 0.0 0.0
H 1.82085 2.90440 4.49790 0.0 0.0 0.0
H 2.99053 1.59310 4.43921 0.0 0.0 0.0
H -2.72538 -0.21502 4.79813 0.0 0.0 0.0
H -3.77846 -1.34333 3.93328 0.0 0.0 0.0
H -3.32186 0.18842 3.18426 0.0 0.0 0.1
H -1.17741 -2.16306 5.14101 0.0 0.0 0.0
H -0.42693 -2.96673 3.76102 0.0 0.0 0.0
H -2.14165 -3.23204 4.12540 0.0 0.0 0.0
H -2.34172 -1.14984 1.09391 0.1 -0.2 0.2
H -3.01223 -2.53315 1.96585 0.0 0.0 0.0
H -1.31068 -2.53142 1.47758 0.0 0.0 0.1
H 0.00658 4.95692 -3.03432 0.0 0.0 0.0
H -0.66553 6.22756 -2.00878 0.0 0.0 0.0
H -1.65119 5.51884 -3.28542 0.0 0.0 0.0
H -1.18340 2.68300 -3.10425 0.0 0.1 0.0
H -2.76015 3.46237 -3.07297 0.0 0.0 0.0
H -2.36410 2.27009 -1.84002 0.0 0.2 0.0
H -2.33635 5.65572 -0.20227 0.0 0.0 0.0
H -3.02976 4.03079 -0.10471 0.0 0.0 0.0
H -3.42227 5.07690 -1.47623 0.0 0.0 0.0
C 0.27497 0.67136 -4.55106 0.1 0.0 0.0
C -0.94435 0.16472 -4.97665 0.0 0.0 -0.1
C -1.91839 -0.13584 -4.04538 0.0 0.0 0.1
C -1.67062 0.07030 -2.68851 0.0 0.0 0.1
N -0.43731 0.45974 -2.28284 -0.3 -0.1 -0.8
C 0.48505 0.78118 -3.19147 0.1 -0.2 0.1
C -2.71340 0.07921 -1.63270 0.1 -0.1 -0.2
C -4.05639 -0.12374 -1.95311 0.0 0.0 0.1
C -5.03150 0.15671 -1.01183 0.0 0.0 0.0
C -4.65214 0.66635 0.22846 0.0 0.0 0.0
C -3.30946 0.82746 0.53480 0.0 0.2 -0.1
C -2.27833 0.51026 -0.36249 -0.7 0.1 -0.3
H 1.05232 0.95777 -5.24535 0.0 0.0 0.0
H -1.14509 0.03507 -6.03305 0.0 0.0 0.0
H -2.89132 -0.48055 -4.36295 0.0 0.0 0.0
H 1.42561 1.13334 -2.78426 0.1 0.0 0.0
H -4.35870 -0.47978 -2.93092 0.0 0.0 0.0
H -6.07764 0.01071 -1.25026 0.0 0.0 0.0
H -5.41408 0.93285 0.95314 0.0 0.0 0.0
H -3.04317 1.22037 1.51270 0.0 0.0 -0.1
O -2.08568 -2.77623 -1.35196 0.1 -0.1 0.0
C -0.82911 -2.84299 -0.96535 -0.1 0.3 0.0
O -0.20654 -1.88714 -0.54686 0.0 0.0 0.0
C -0.19717 -4.22708 -1.10552 0.0 -0.1 0.0
N -1.18639 -5.17471 -1.65587 0.0 0.1 0.0
C -1.44363 -6.24640 -0.66533 0.0 0.1 -0.1
C -0.98747 -5.63932 0.65489 0.0 0.0 0.1
C 0.22934 -4.81446 0.24625 0.0 0.0 0.0
H 0.65126 -4.08680 -1.77608 0.0 -0.1 0.0
H -0.89089 -5.54367 -2.54734 0.0 0.0 0.0
H -2.26861 -3.69349 -1.68103 -0.1 0.0 0.1
H -0.85930 -7.14050 -0.90141 0.0 0.0 0.0
H -2.49811 -6.51959 -0.66322 0.0 0.0 0.0
H -0.75400 -6.39700 1.40114 0.0 0.0 0.0
H -1.76624 -4.99428 1.06762 0.0 0.0 0.0
H 1.09254 -5.46518 0.09123 0.0 0.0 0.0
H 0.51559 -4.04956 0.96335 -0.1 0.0 0.0
```
Positions in Å, forces in eV/Å.

Its spin multiplicity is 4. Its charge is 0. As for the calculated total energy: -84790.3199 eV. The value obtained for the relative energy (zero: lowest compared OMol25 entry of this formula, charge and spin) is 0.1469 eV. As for the LUMO energy (alpha / beta): 0.4 / 0.4 eV. Its HOMO energy (alpha / beta) is -6.29 / -7.66 eV. For the frontier orbital gap (alpha / beta), the calculation gives 6.650 / 8.017 eV.

The following is a quantum chemistry calculation of a cluster of 2 separate species, C4H13NO2 in total, from the Open Molecules 2025 dataset.

XYZ file:
```
20
Properties=species:S:1:pos:R:3:forces:R:3
C -1.43004 -0.88796 0.35865 0.6 -0.6 0.1
C -1.26199 0.27879 -0.64687 -1.3 -0.8 1.7
C -2.22309 0.11512 -1.81445 1.0 0.1 -1.6
N 0.10700 0.58528 -0.97270 -0.6 0.5 -1.9
C 1.31266 0.20558 -0.34846 0.6 -1.1 0.4
O 1.54664 0.78741 0.91706 -0.3 0.5 0.4
H -1.75535 -1.84735 -0.06928 0.0 0.4 -0.3
H -0.45836 -1.12720 0.81453 -0.3 0.1 0.2
H -2.14331 -0.65632 1.15310 0.1 0.1 -0.1
H -1.71995 1.13192 -0.13413 0.3 0.3 0.2
H -2.17646 1.00685 -2.45058 -0.5 0.3 0.4
H -1.97889 -0.63433 -2.58895 0.2 -0.4 0.8
H -3.22755 -0.07383 -1.45754 -0.2 0.2 0.0
H 0.17995 0.68833 -1.97515 0.4 0.2 0.2
H 1.48994 -0.88025 -0.20917 -0.5 0.0 -0.1
H 2.12746 0.52303 -0.99591 0.0 0.2 0.0
H 0.70964 0.87404 1.39491 0.2 0.0 -0.3
O 3.72091 0.34602 3.05102 0.3 0.0 0.2
H 2.85654 -0.06345 3.14457 0.0 0.0 -0.2
H 4.32423 -0.37168 2.82936 -0.1 0.1 0.0
```
Positions in Å, forces in eV/Å.

Its spin multiplicity is 1. The SMILES is CC(C)NCO.O. Its charge is 0. As for the calculated total energy: -9942.8900 eV. The value obtained for the relative energy (zero: lowest compared OMol25 entry of this formula, charge and spin) is 1.3066 eV. As for the LUMO energy: 0.8 eV. Its HOMO energy is -8.77 eV. For the frontier orbital gap, the calculation gives 9.582 eV.

The following is a quantum chemistry calculation of an isolated molecule of C5H7N, from the Open Molecules 2025 dataset.

XYZ file:
```
13
Properties=species:S:1:pos:R:3:forces:R:3
H 1.07801 0.98049 2.02648 0.1 0.6 -0.2
N 1.29143 0.33731 1.27055 -0.6 -0.5 0.9
C 0.20171 -0.07036 0.74265 0.0 -0.3 1.0
C -1.09653 0.49909 0.94160 -0.6 0.5 0.8
C -2.16161 1.00519 1.17493 0.3 -0.1 -0.3
C 0.32878 -1.11088 -0.28662 0.1 0.6 -0.6
C 0.69015 -0.07547 -1.45203 0.4 -0.7 -0.5
H -3.10238 1.47245 1.33127 -0.1 0.0 0.1
H 1.02394 -1.87010 0.14814 0.3 0.9 -1.2
H -0.53030 -1.67838 -0.64169 -0.4 0.4 0.6
H 0.69618 1.03012 -1.26188 -0.1 -1.2 0.6
H -0.04151 -0.20832 -2.24563 0.4 -0.2 -0.4
H 1.69919 -0.33408 -1.72531 0.3 0.1 -0.8
```
Positions in Å, forces in eV/Å.

Its spin multiplicity is 1. The SMILES is [H]/N=C(\C#C)CC. Its charge is 0. As for the calculated total energy: -6785.3269 eV. The value obtained for the relative energy (zero: lowest compared OMol25 entry of this formula, charge and spin) is 3.1857 eV. As for the LUMO energy: 0.8 eV. Its HOMO energy is -9.78 eV. For the frontier orbital gap, the calculation gives 10.567 eV.